Record 1
The following is a DFT calculation (ωB97M-V/def2-TZVPD) of a molecular structure, C37H52IO3P2PdSi at a distorted geometry.

Each line ends with the natural charge from an NBO analysis.
Geometry (Å):
Pd 0.5726 0.5988 -0.1261  -0.213
I -1.6915 2.8254 -0.5019  0.239
C -3.4493 1.7617 -1.0671  -0.115
C -4.1726 2.4440 -2.0146  -0.261
C -5.4084 1.9703 -2.4675  -0.216
C -5.8997 0.8030 -1.9657  -0.187
C -5.1669 0.0548 -1.0187  -0.089
C -5.7194 -1.1620 -0.5659  -0.187
C -5.0308 -1.9560 0.3009  -0.233
C -3.7710 -1.5508 0.7534  -0.159
C -3.1897 -0.3501 0.3888  -0.346
P -1.4891 -0.0082 1.0139  0.870
C -1.9245 0.8953 2.5568  -0.366
C -0.8760 1.5097 3.2365  -0.206
C -1.1106 2.2481 4.3849  -0.206
C -2.4051 2.3913 4.8659  -0.221
C -3.4569 1.7823 4.1980  -0.242
C -3.2211 1.0355 3.0510  -0.155
C -1.0023 -1.6512 1.6662  -0.348
C -0.9802 -2.0011 3.0121  -0.217
C -0.5228 -3.2543 3.4026  -0.215
C -0.0940 -4.1684 2.4536  -0.223
C -0.1108 -3.8265 1.1057  -0.237
C -0.5539 -2.5749 0.7182  -0.140
C -3.8903 0.5115 -0.5337  -0.003
H -3.7729 3.3619 -2.4227  0.224
H -5.9650 2.5322 -3.2072  0.209
H -6.8546 0.4136 -2.2995  0.202
H -6.7006 -1.4545 -0.9218  0.202
H -5.4524 -2.8893 0.6540  0.208
H -3.2398 -2.1910 1.4418  0.216
H 0.1221 1.4003 2.8306  0.260
H -0.2832 2.7278 4.8945  0.210
H -2.5979 2.9755 5.7580  0.202
H -4.4707 1.8850 4.5679  0.201
H -4.0513 0.5649 2.5431  0.204
H -1.3134 -1.2838 3.7524  0.222
H -0.5089 -3.5170 4.4537  0.205
H 0.2592 -5.1445 2.7640  0.203
H 0.2455 -4.5325 0.3647  0.206
H -0.5561 -2.2787 -0.3244  0.219
C 1.4389 -3.0959 -4.0283  -0.619
C 1.3626 -2.0740 -2.9096  -0.061
O 0.6126 -0.9591 -3.3789  -0.866
P -0.1087 0.0873 -2.3208  1.679
O -1.6084 -0.5236 -2.2684  -0.869
C -2.3292 -1.0140 -3.3980  -0.065
C -2.7077 -2.4603 -3.1353  -0.624
O -0.3934 1.2603 -3.4223  -0.847
C 0.7034 2.0766 -3.8422  -0.066
C 1.1949 1.6898 -5.2296  -0.631
H 2.0720 -3.9355 -3.7369  0.205
H 1.8610 -2.6331 -4.9216  0.206
H 0.4428 -3.4690 -4.2716  0.201
H 2.3616 -1.7403 -2.6181  0.193
H 0.8847 -2.5134 -2.0274  0.171
H -1.7269 -0.9212 -4.3032  0.187
H -3.2238 -0.3950 -3.5131  0.179
H -1.8037 -3.0569 -2.9955  0.203
H -3.2791 -2.8738 -3.9684  0.200
H -3.3044 -2.5223 -2.2230  0.216
H 1.5161 2.0161 -3.1088  0.196
H 0.3327 3.1034 -3.8508  0.176
H 1.5573 0.6652 -5.2223  0.220
H 2.0037 2.3518 -5.5463  0.201
H 0.3731 1.7621 -5.9443  0.200
C 2.3854 -0.0756 3.0394  -1.163
Si 2.4700 0.7491 1.2775  0.962
C 3.2868 2.4913 1.7278  -0.489
C 2.2406 3.3098 2.4881  -0.607
C 4.5360 2.3850 2.6046  -0.608
C 3.6306 3.2583 0.4487  -0.610
C 3.8202 -0.4498 0.4222  -0.475
C 4.1240 0.0099 -1.0056  -0.618
C 3.1325 -1.8174 0.3501  -0.618
C 5.1533 -0.6427 1.1489  -0.606
H 3.3718 -0.3401 3.4342  0.198
H 1.7905 -0.9915 2.9901  0.221
H 1.8998 0.5749 3.7743  0.206
H 1.9820 2.8373 3.4404  0.193
H 1.3291 3.4190 1.8934  0.215
H 2.6231 4.3164 2.7087  0.181
H 4.3265 1.8219 3.5178  0.200
H 4.8926 3.3835 2.8989  0.177
H 5.3514 1.8861 2.0797  0.198
H 2.7782 3.2542 -0.2378  0.219
H 4.4829 2.8086 -0.0661  0.195
H 3.8869 4.3030 0.6766  0.176
H 3.1930 0.1527 -1.5608  0.221
H 4.7394 -0.7333 -1.5367  0.171
H 4.6658 0.9595 -1.0128  0.195
H 2.1708 -1.7322 -0.1616  0.218
H 2.9430 -2.2119 1.3524  0.204
H 3.7590 -2.5445 -0.1901  0.174
H 5.7573 0.2667 1.1308  0.191
H 5.7408 -1.4361 0.6633  0.176
H 5.0088 -0.9358 2.1920  0.197

* E: -83395.6688 eV
* maximum force: 1.174 eV Å⁻¹
* spin multiplicity: 1
* net charge: -1

Record 2
The following is a DFT calculation (ωB97M-V/def2-TZVPD) of C4H12N4 in the gas phase at a distorted geometry.

Each line ends with the natural charge from an NBO analysis.
Geometry (Å):
C -0.6123 -1.5192 -1.2640  -0.455
C -0.6775 -1.0274 -0.0356  0.162
C -1.9043 -0.9970 0.8144  -0.660
N 0.5520 -0.5634 0.6995  -0.180
N 1.5457 -1.5374 0.9007  -0.646
N 1.1258 0.5571 0.0798  -0.299
N 0.2106 1.6211 0.1307  -0.455
C 0.8251 2.8603 -0.2893  -0.413
H 0.3077 -1.5324 -1.8327  0.193
H -1.4668 -1.9642 -1.7474  0.209
H -1.8424 -1.7505 1.6003  0.224
H -1.9765 -0.0258 1.3085  0.237
H -2.8106 -1.1649 0.2354  0.213
H 1.6134 -2.2027 0.1286  0.331
H 1.3476 -2.0311 1.7635  0.361
H 1.4188 0.3381 -0.8920  0.287
H -0.6129 1.3825 -0.4604  0.321
H 1.6631 3.0627 0.3689  0.208
H 1.1997 2.8387 -1.3193  0.159
H 0.0939 3.6556 -0.1895  0.202

* E: -10299.2980 eV
* structure (SMILES): C=C(C)N(N)NNC
* maximum force: 1.304 eV Å⁻¹
* relative energy (zero: lowest compared OMol25 entry of this formula, charge and spin): 383.40 kJ/mol
* spin multiplicity: 1
* net charge: 0

Record 3
The following is a DFT calculation (ωB97M-V/def2-TZVPD) of a molecular structure, C18H28N8S3SbY.

Each line ends with the natural charge from an NBO analysis.
Geometry (Å):
Y -0.3202 -0.3493 -0.3444  1.551
C 0.8959 -0.8988 5.1096  -0.407
N -0.2405 -1.3303 4.3008  -0.418
C -1.3696 -1.8597 5.0746  -0.212
C -2.4690 -1.9741 4.0347  -0.217
N -2.0312 -0.9970 3.0476  -0.392
C -2.8006 -0.8469 1.8423  -0.417
C -0.6904 -0.8056 3.1172  0.670
N -0.0235 -0.2206 2.1486  -0.744
C 1.3890 0.0778 2.3931  -0.245
C 2.0257 0.7216 1.1732  -0.227
N 2.1366 -0.2261 0.0600  -0.742
C 3.2045 -0.9952 -0.0444  0.671
N 3.4455 -1.7490 -1.1410  -0.383
C 2.5644 -1.9003 -2.2748  -0.412
C 4.5000 -2.7195 -0.9150  -0.214
C 5.2300 -2.1107 0.2660  -0.211
N 4.2245 -1.2238 0.8570  -0.427
C 4.7282 -0.3868 1.9375  -0.409
H 0.8939 -1.5077 6.0104  0.224
H 0.8101 0.1474 5.4153  0.197
H 1.8463 -1.0574 4.6168  0.212
H -1.6406 -1.1643 5.8752  0.196
H -1.1023 -2.8175 5.5159  0.220
H -3.4535 -1.7190 4.4196  0.220
H -2.5114 -2.9752 3.5937  0.201
H -3.8572 -0.8146 2.1026  0.234
H -2.6447 -1.6828 1.1567  0.241
H -2.5598 0.0967 1.3499  0.213
H 1.9503 -0.8382 2.5960  0.193
H 1.5013 0.7564 3.2433  0.199
H 2.9704 1.1616 1.4495  0.218
H 1.4103 1.5655 0.8344  0.198
H 2.1869 -0.9326 -2.5847  0.236
H 1.7282 -2.5646 -2.0648  0.222
H 3.1426 -2.3152 -3.1001  0.219
H 5.1335 -2.8071 -1.7950  0.219
H 4.0831 -3.7044 -0.6854  0.200
H 6.1034 -1.5340 -0.0523  0.195
H 5.5497 -2.8525 0.9946  0.216
H 5.6050 -0.8864 2.3419  0.226
H 4.0184 -0.2857 2.7540  0.203
H 5.0435 0.6016 1.5954  0.201
S -3.2714 -0.7133 -1.4464  -0.428
Sb -1.8910 -2.2568 -2.6538  1.031
S -0.4764 -0.3040 -3.0056  -0.751
S -0.8271 -2.9353 -0.5683  -0.880
N -4.3422 6.4953 0.1721  -0.219
C -3.7100 5.5405 0.0785  0.239
C -2.9128 4.3482 -0.0368  -0.084
C -2.0858 3.9532 1.0106  -0.198
C -1.3458 2.8001 0.8610  0.052
N -1.3790 2.0422 -0.2430  -0.541
C -2.1635 2.4408 -1.2531  0.087
C -2.9479 3.5777 -1.1918  -0.200
H -2.0266 4.5321 1.9203  0.248
H -0.7139 2.4509 1.6680  0.217
H -2.1417 1.8388 -2.1508  0.251
H -3.5742 3.8553 -2.0281  0.254

* <S²>: 0.760
* E: -71126.6978 eV
* maximum force: 0.856 eV Å⁻¹
* spin multiplicity: 2
* net charge: +1

Record 4
The following is a DFT calculation (ωB97M-V/def2-TZVPD) of CH3BrO in the gas phase at a distorted geometry.

Each line ends with the natural charge from an NBO analysis.
Geometry (Å):
O 0.4064 1.1075 0.1280  -0.694
C -0.3914 -0.1052 0.2163  -0.120
Br -2.3564 0.0213 -0.0209  -0.032
H 0.5383 1.2183 -0.8574  0.468
H 0.0851 -0.7697 -0.4043  0.176
H -0.1345 -0.5000 1.2801  0.202

* E: -73174.8077 eV
* structure (SMILES): OCBr
* maximum force: 4.616 eV Å⁻¹
* relative energy (zero: lowest compared OMol25 entry of this formula, charge and spin): 29.71 kJ/mol
* spin multiplicity: 1
* net charge: 0

Record 5
The following is a DFT calculation (ωB97M-V/def2-TZVPD) of C4H6N2OS in the gas phase at a distorted geometry.

Each line ends with the natural charge from an NBO analysis.
Geometry (Å):
C 2.2920 1.9951 0.4379  -0.231
C 2.2647 0.8053 0.1714  -0.278
S 2.2870 -0.8385 -0.1617  0.356
C 0.7517 -1.0009 -0.9961  -0.595
C -0.3661 -0.5964 -0.0800  0.463
O -0.5002 -1.5260 0.8853  -0.691
N -1.2039 0.2587 -0.5184  -0.299
N -2.4065 0.4326 0.0960  -0.643
H 1.9630 3.0174 0.5870  0.244
H 0.7066 -2.0713 -1.0751  0.242
H 0.6490 -0.5051 -2.0993  0.261
H -1.2937 -1.4186 1.5118  0.489
H -2.5221 -0.0374 1.0044  0.308
H -2.6213 1.4850 0.2366  0.373

* E: -20104.2440 eV
* structure (SMILES): C#CSC/C(O)=N/N
* maximum force: 3.135 eV Å⁻¹
* relative energy (zero: lowest compared OMol25 entry of this formula, charge and spin): 491.84 kJ/mol
* spin multiplicity: 1
* net charge: 0

Record 6
The following is a DFT calculation (ωB97M-V/def2-TZVPD) of 2 unconnected molecules or ions with the total composition C3H11N at a distorted geometry.

Each line ends with the natural charge from an NBO analysis.
Geometry (Å):
C 0.1037 -1.5350 0.0297  -0.586
C -1.0756 -1.4141 -0.9372  -0.607
H -0.0034 -1.1426 0.9877  0.199
H 1.0347 -0.9761 -0.4142  0.182
H 0.3385 -2.5606 0.1345  0.199
H -0.7573 -1.8561 -1.8710  0.208
H -2.0177 -1.7842 -0.5362  0.208
H -1.2344 -0.3329 -1.0724  0.194
C 0.0244 2.0274 0.5832  -0.424
N 1.3478 1.3611 0.5136  -0.846
H -0.7836 1.3668 0.0885  0.169
H 0.0981 2.8882 -0.1991  0.190
H -0.0871 2.3676 1.6492  0.210
H 1.5646 0.7274 1.3634  0.355
H 1.4472 0.8632 -0.3198  0.348

* E: -4778.3035 eV
* structure (SMILES): CC.CN
* maximum force: 3.473 eV Å⁻¹
* relative energy (zero: lowest compared OMol25 entry of this formula, charge and spin): 115.02 kJ/mol
* spin multiplicity: 1
* net charge: 0